Record 1
Below is a cluster of 2 separate species, C7H12O in total, with properties calculated with ωB97M-V with the def2-TZVPD basis set.

XYZ file:
```
20
Properties=species:S:1:pos:R:3:forces:R:3
C 2.828547 -0.400723 -0.061057 0.003 0.153 -0.206
C 1.466292 -0.029296 0.413321 -0.061 0.603 0.091
C 0.972322 1.216857 0.647706 0.734 -0.460 -0.231
O -0.312304 1.158791 1.055947 -0.492 0.109 0.166
C -0.662324 -0.145316 1.085751 0.082 -0.764 -0.081
C -2.040589 -0.500017 1.517440 0.149 0.388 0.027
C 0.391373 -0.916438 0.699564 -0.450 0.348 0.151
H 2.855731 -0.429789 -1.155699 0.093 -0.050 0.117
H 3.566808 0.327057 0.279886 0.038 -0.113 -0.060
H 3.099550 -1.387676 0.308316 0.119 -0.004 0.019
H 1.416649 2.188979 0.568774 -0.003 0.192 0.022
H -2.775622 0.069333 0.945954 -0.047 -0.060 0.008
H -2.181951 -0.266300 2.575177 -0.068 -0.043 -0.024
H -2.210653 -1.561627 1.363100 -0.014 -0.038 0.002
H 0.410982 -1.984809 0.626260 -0.072 -0.264 0.007
C -1.366976 0.531454 -2.175548 -0.010 0.103 0.042
H -0.284582 0.535437 -2.214027 0.186 -0.001 0.020
H -1.765772 0.728635 -3.162130 -0.087 0.042 -0.191
H -1.700841 1.302179 -1.486592 -0.024 0.039 0.051
H -1.706638 -0.436729 -1.832143 -0.078 -0.180 0.068
```
Forces are in eV/Å.

Results
- max |F| (eV Å⁻¹) = 0.897
- 2S+1 = 1
- orbital gap (eV) = 9.20
- molecular weight (g mol⁻¹) = 112.2
- energy above the lowest of the compared OMol25 structures with the same formula, charge and spin (kJ/mol) = 20.38
- SMILES string = Cc1coc(C)c1.C
- HOMO energy (eV) = -8.228
- charge = 0

---

Record 2
Below is a structure of composition C45H52BrF6HfN4O5 in a non-equilibrium geometry, with properties calculated with ωB97M-V with the def2-TZVPD basis set.

XYZ file:
```
114
Properties=species:S:1:pos:R:3:forces:R:3
Hf 0.437918 0.545264 0.170156 -0.733 -2.103 -2.887
O 0.125359 -1.055569 2.178844 0.220 0.120 0.190
C 1.091448 -0.481356 3.068485 0.234 0.515 0.181
C 1.328267 0.988751 2.561968 0.385 0.032 1.698
O 2.221264 1.702211 2.975277 -0.117 -0.153 -0.076
O 0.250239 1.416087 1.940236 -0.004 0.945 1.411
C 0.532589 -0.326977 4.484176 -0.242 -0.039 0.062
C -0.722223 -0.804471 4.844034 0.087 -0.004 -0.055
C -1.195663 -0.628238 6.138455 -0.067 0.003 0.065
C -0.420967 0.016887 7.086391 -0.052 -0.012 0.035
C 0.837882 0.486973 6.735027 0.007 -0.007 -0.032
C 1.309447 0.317982 5.446119 -0.039 0.012 -0.006
C 2.294547 -1.397187 3.169009 -0.155 -0.118 -0.138
C 2.049664 -2.765340 3.261797 0.034 0.023 -0.021
C 3.092962 -3.652726 3.460074 -0.028 -0.052 0.025
C 4.392973 -3.181978 3.578676 0.027 -0.053 -0.019
C 4.635927 -1.821607 3.484731 0.047 0.011 0.057
C 3.593258 -0.926489 3.289353 -0.036 -0.008 0.007
H -0.670497 -0.516447 2.311322 -0.109 -0.193 0.167
H -1.339050 -1.331858 4.126997 0.022 0.009 -0.030
H -2.181123 -0.992680 6.402240 0.008 -0.025 -0.007
H -0.795450 0.156862 8.092766 -0.001 -0.007 0.008
H 1.451742 0.993986 7.468560 0.012 0.017 0.001
H 2.272667 0.710337 5.154396 0.052 -0.003 0.041
H 1.036236 -3.130695 3.163457 -0.022 -0.007 -0.018
H 2.890952 -4.714891 3.526739 -0.006 -0.007 -0.014
H 5.208952 -3.876576 3.738380 0.017 0.013 -0.012
H 5.649992 -1.447765 3.556199 0.012 0.028 0.003
H 3.782599 0.132259 3.200667 0.015 0.023 0.020
C -5.742708 6.133471 0.019519 0.066 -0.139 0.011
C -5.692369 4.609418 0.144138 -0.059 -0.005 -0.019
C -6.413807 3.988640 -1.063388 -0.013 0.093 0.102
C -6.437032 4.212062 1.427685 0.085 0.052 -0.111
C -4.263216 4.076890 0.166649 0.062 0.019 -0.017
C -4.031136 2.736917 0.445096 0.074 -0.056 0.039
C -2.756858 2.227687 0.352183 0.125 -0.282 0.197
Br -2.524212 0.378622 0.870506 -0.686 0.511 -0.204
C -1.613865 2.946634 -0.079702 -0.525 0.367 0.039
O -0.492680 2.357431 -0.350251 -0.201 0.212 0.028
C -1.846093 4.347724 -0.224808 0.265 -0.128 0.024
C -3.140867 4.845101 -0.120793 -0.232 -0.085 0.024
C -0.739120 5.390418 -0.457993 0.052 0.000 -0.133
C -1.003054 6.133730 -1.778383 0.029 -0.040 0.088
C -0.755473 6.390772 0.710896 -0.006 -0.067 -0.081
C 0.675394 4.810232 -0.528052 -0.079 0.027 0.020
H -6.780703 6.470637 0.026663 -0.022 0.002 -0.005
H -5.285608 6.470679 -0.911559 0.012 0.048 -0.006
H -5.224539 6.604116 0.856470 0.014 0.071 -0.010
H -7.451242 4.329931 -1.110283 -0.034 -0.005 -0.019
H -6.409054 2.901050 -0.988395 -0.027 -0.034 -0.036
H -5.912131 4.266596 -1.991621 0.005 0.000 -0.024
H -7.437808 4.649568 1.429133 -0.036 -0.018 0.023
H -5.896750 4.566116 2.306220 -0.018 0.010 0.038
H -6.541596 3.130758 1.505354 -0.023 -0.028 0.054
H -4.835052 2.075369 0.736595 -0.022 -0.033 0.017
H -3.282069 5.905916 -0.273536 0.049 0.028 -0.020
H -1.945117 6.682960 -1.760251 -0.025 0.008 -0.015
H -1.038066 5.424162 -2.607122 0.009 0.001 -0.035
H -0.197963 6.847341 -1.967903 0.009 0.032 -0.022
H -1.711532 6.907550 0.796487 -0.018 0.027 0.007
H 0.027486 7.139123 0.569898 0.017 0.027 0.003
H -0.566755 5.866131 1.648029 0.012 0.014 0.037
H 0.777508 4.120743 -1.363995 0.074 -0.031 0.031
H 0.921053 4.283464 0.392271 0.066 -0.045 -0.027
H 1.389063 5.628196 -0.658320 -0.014 0.045 0.001
N 2.276321 0.119015 0.478978 -0.191 0.419 -0.807
C 3.385617 0.874837 0.395700 1.108 0.375 0.068
C 4.688022 0.364357 0.638968 -0.279 0.087 -0.108
C 5.795637 1.188989 0.651043 0.179 0.037 -0.071
C 5.690078 2.549460 0.380957 -0.006 -0.015 0.002
C 4.433721 3.071448 0.095787 0.063 0.213 -0.083
C 3.313820 2.265480 0.099943 0.101 -0.481 0.138
H 4.797107 -0.692049 0.844403 -0.068 -0.037 -0.002
H 6.769303 0.764371 0.876742 -0.001 -0.011 -0.030
H 6.564101 3.188880 0.389548 0.001 -0.009 0.011
H 4.339825 4.129939 -0.127231 -0.077 -0.011 0.020
H 2.323808 2.670221 -0.097354 0.114 0.209 0.022
C -0.585133 -2.601720 -2.568645 -0.003 0.108 0.290
C -0.192627 -2.477089 -1.085303 -0.114 0.107 0.242
O -0.468454 -1.236478 -0.548051 0.337 -0.842 -0.316
C -1.035008 -3.521917 -0.303454 -0.283 -0.095 -0.021
F -1.040497 -4.744797 -0.888268 0.064 0.117 0.035
F -2.326142 -3.120070 -0.281716 0.087 0.000 0.018
F -0.659630 -3.704763 0.963970 -0.008 0.104 -0.063
C 1.302100 -2.860115 -0.975783 0.095 -0.052 -0.159
F 1.532608 -4.104214 -1.481349 -0.108 -0.026 -0.004
F 2.044688 -2.025618 -1.716198 0.005 0.065 0.030
F 1.757074 -2.869075 0.262461 0.108 0.111 0.139
H -1.661790 -2.461927 -2.643966 -0.016 -0.015 -0.072
H -0.312959 -3.579566 -2.958463 -0.041 0.017 -0.071
H -0.073134 -1.821661 -3.127109 0.013 0.005 -0.019
C -2.789821 -0.315019 -4.502567 0.080 0.125 0.067
C -3.031026 0.270993 -3.119588 0.004 0.056 -0.175
N -1.781892 0.424299 -2.411893 0.169 -0.238 0.026
C -0.603334 0.713725 -3.041016 0.328 0.269 0.095
N 0.476321 0.799258 -2.311998 -0.202 -0.047 -0.215
C 1.732155 1.159237 -2.963061 -0.016 -0.113 0.076
C 1.516428 1.971398 -4.229446 -0.028 -0.099 0.088
C 0.567201 1.206113 -5.127418 0.114 0.139 0.015
N -0.652906 0.914349 -4.400808 0.018 -0.072 0.147
C -1.816773 0.604289 -5.216278 -0.099 -0.038 -0.046
H -3.718566 -0.387828 -5.070287 0.005 0.010 -0.017
H -2.356550 -1.311786 -4.413109 -0.032 -0.034 -0.003
H -3.686376 -0.363979 -2.523690 0.014 0.054 0.052
H -3.511879 1.251547 -3.226930 -0.098 -0.069 0.050
H -1.611859 -0.206037 -1.630892 -0.113 0.043 0.091
H 2.293354 0.246209 -3.195681 0.093 0.062 0.029
H 2.323162 1.726802 -2.242280 0.103 -0.077 -0.072
H 2.464037 2.149984 -4.738695 0.005 0.018 0.002
H 1.067577 2.935766 -3.977560 0.037 0.034 0.003
H 1.036658 0.271788 -5.466722 -0.007 0.039 -0.040
H 0.311428 1.791288 -6.015503 -0.049 -0.022 0.022
H -1.462034 0.135199 -6.139054 -0.004 0.035 0.006
H -2.333798 1.532562 -5.494701 0.043 -0.013 -0.045
```
Forces are in eV/Å.

Results
- max |F| (eV Å⁻¹) = 3.646
- 2S+1 = 1
- orbital gap (eV) = 6.08
- molecular weight (g mol⁻¹) = 1101.3
- HOMO energy (eV) = -3.922
- charge = -1

---

- What is the formula in the second record?
  C45H52BrF6HfN4O5

---

- Which value of molecular weight does entry 2 give?
  1101.3 g mol⁻¹

---

- Number 2 is which compound?
  C45H52BrF6HfN4O5

---

- Which formula does entry 1 have?
  C7H12O